#1
Below is a 9-piece molecular cluster, C27H72O9 overall, with properties calculated with ωB97M-V/def2-TZVPD.

Atoms and positions in Å:
C -3.8704 1.5420 2.3126
C -4.7371 0.5644 1.5671
C -5.2465 -0.6147 2.4266
O -5.8216 1.2974 1.0382
H -3.4805 2.2841 1.6342
H -3.0203 0.9851 2.7592
H -4.4056 2.0169 3.1272
H -4.1558 0.0967 0.7576
H -4.4965 -1.1766 3.0174
H -5.7145 -1.3308 1.7620
H -5.9187 -0.2790 3.1818
H -6.4156 0.7239 0.5872
C -0.8169 0.1677 0.7797
C -0.6676 0.1378 -0.7195
C 0.2428 1.2448 -1.2692
O -0.2120 -1.1646 -1.0628
H -1.5538 -0.5429 1.1723
H -1.0617 1.1727 1.0483
H 0.1375 -0.1382 1.2113
H -1.6614 0.3101 -1.1687
H 0.1558 1.2409 -2.3561
H 1.2713 1.1442 -0.8852
H -0.0473 2.2153 -0.8981
H -0.3223 -1.2206 -2.0510
C 1.1823 -4.8448 -1.0861
C -0.2676 -4.9269 -0.5014
C -0.3019 -4.7372 0.9846
O -1.1666 -3.9557 -1.1115
H 1.7509 -5.7653 -0.7981
H 1.7342 -3.9563 -0.7597
H 1.1498 -4.8164 -2.1481
H -0.7051 -5.8798 -0.7731
H 0.2868 -3.8709 1.3352
H 0.0496 -5.6578 1.5092
H -1.3077 -4.6823 1.4194
H -0.9589 -3.0266 -0.9235
C 3.1676 -1.4885 1.0429
C 4.4912 -1.0142 1.7045
C 5.7159 -1.7677 1.2173
O 4.7633 0.3235 1.4393
H 3.0806 -2.5898 1.0596
H 3.0821 -1.2502 -0.0768
H 2.3031 -1.0617 1.5716
H 4.4554 -1.1193 2.7882
H 5.7948 -1.6931 0.1202
H 5.6755 -2.8219 1.4859
H 6.6000 -1.2324 1.6100
H 4.0390 0.9304 1.7365
C -2.1847 -1.7412 4.0601
C -0.6816 -1.9892 4.4027
C 0.1714 -0.7747 4.1051
O -0.5625 -2.3752 5.7641
H -2.1959 -1.6051 3.0016
H -2.5263 -0.8383 4.5654
H -2.8221 -2.5348 4.4049
H -0.4105 -2.8654 3.7504
H 0.3710 -0.7826 3.0020
H 1.1298 -0.9070 4.5420
H -0.2862 0.1356 4.5314
H 0.3151 -2.5779 6.1173
C 2.0229 2.3499 4.2299
C 1.3951 2.4951 2.8676
C 1.2281 3.8205 2.2559
O 2.2884 1.5845 2.0305
H 2.9851 2.7885 4.3675
H 2.0629 1.2998 4.3981
H 1.3118 2.6946 4.9691
H 0.4387 2.0045 2.9288
H 0.5401 4.4270 2.8935
H 0.7472 3.7416 1.2489
H 2.1602 4.3782 2.1810
H 1.8126 1.1785 1.3124
C -1.1639 5.5766 -2.5691
C -0.7431 6.3066 -1.3058
C -1.7835 6.2841 -0.2130
O 0.4225 5.6159 -0.7407
H -1.0341 4.4973 -2.3440
H -0.5335 5.7633 -3.4560
H -2.2159 5.7797 -2.6928
H -0.4666 7.3363 -1.4731
H -2.1381 5.2393 -0.0754
H -2.5961 6.9647 -0.4717
H -1.3029 6.5374 0.7293
H 0.8307 6.1101 -0.0273
C 3.0996 1.0842 -4.4720
C 2.8901 -0.3420 -4.7276
C 2.9633 -1.3404 -3.5902
O 1.5308 -0.5821 -5.3887
H 2.3883 1.4432 -3.7279
H 2.8338 1.6880 -5.3514
H 4.1295 1.3663 -4.1861
H 3.5718 -0.6800 -5.4962
H 2.2827 -1.1614 -2.8190
H 3.9525 -1.2392 -3.1675
H 2.8149 -2.3020 -4.0207
H 1.4850 0.1231 -6.0550
C -1.5644 -3.1286 -4.6565
C -1.7886 -1.6158 -4.5266
C -3.0603 -1.3212 -3.7089
O -0.6547 -1.0933 -3.8352
H -1.5943 -3.6167 -3.6775
H -0.5459 -3.2843 -4.9916
H -2.1896 -3.7429 -5.2773
H -1.8343 -1.0870 -5.5063
H -3.0795 -1.7112 -2.6985
H -3.8481 -1.8866 -4.2548
H -3.2777 -0.2548 -3.5719
H 0.1137 -1.0055 -4.4016

SMILES: CC(C)O.CC(C)O.CC(C)O.CC(C)O.CC(C)O.CC(C)O.CC(C)O.CC(C)O.CC(C)O


#2
Below is a 9-piece molecular cluster, C27H72O9 overall, with properties calculated with ωB97M-V/def2-TZVPD.

Atoms and positions in Å:
C 5.2339 -2.9236 -3.1011
C 4.5381 -1.8609 -2.3123
C 3.1139 -1.6515 -2.6563
O 4.5901 -1.9589 -1.0554
H 5.0681 -2.8460 -4.1632
H 4.9894 -3.9672 -2.8400
H 6.2732 -2.8328 -2.9883
H 4.9988 -0.8830 -2.4647
H 2.4147 -2.4118 -2.4418
H 2.9715 -1.3305 -3.6962
H 2.7204 -0.7853 -2.0328
H 5.5215 -2.0022 -0.8089
C -5.6791 0.4780 -0.9208
C -6.8077 1.2049 -0.0602
C -6.3790 2.6141 0.4756
O -7.8958 1.3752 -0.6073
H -4.7246 0.6988 -0.5455
H -5.7569 0.7594 -1.9268
H -5.9852 -0.5417 -1.0072
H -6.9434 0.5452 0.7578
H -6.9433 2.8934 1.3546
H -6.3979 3.3160 -0.2971
H -5.3669 2.5856 0.8297
H -8.4951 1.6212 0.0607
C -3.4380 -2.3358 -0.8703
C -2.0715 -3.0021 -1.1386
C -1.9280 -3.3501 -2.6106
O -1.0507 -2.4386 -0.6762
H -4.3688 -2.8770 -1.1528
H -3.5062 -1.5382 -1.6059
H -3.6601 -1.9633 0.1594
H -2.2007 -3.8953 -0.5627
H -1.1312 -4.0799 -2.6774
H -1.6460 -2.5435 -3.3152
H -2.9059 -3.7913 -2.9407
H -1.1471 -2.3123 0.2628
C -1.7922 4.7830 0.6281
C -1.0554 5.0691 1.9200
C 0.2636 4.2707 1.9809
O -0.9933 6.2280 2.3247
H -2.0681 3.7227 0.5893
H -1.0766 5.0944 -0.0968
H -2.7175 5.3723 0.3895
H -1.6122 4.5093 2.6877
H 0.0774 3.1981 1.9176
H 0.9461 4.5444 2.7351
H 0.7795 4.5912 1.0404
H -1.8705 6.6539 2.2613
C 4.1662 1.7559 -1.4587
C 4.7085 2.2989 -0.0979
C 3.5982 3.1340 0.6097
O 5.2135 1.4861 0.6865
H 3.2292 1.1746 -1.4505
H 4.8692 1.1302 -1.9123
H 3.9002 2.6519 -2.0172
H 5.4699 3.0801 -0.2036
H 3.1804 4.0125 0.0591
H 4.0052 3.5418 1.4886
H 2.6421 2.5932 0.7640
H 4.4286 0.9062 0.9691
C 1.1204 -4.5006 -0.7789
C 2.4959 -4.8023 -0.3809
C 2.7487 -6.1696 0.1519
O 3.2506 -4.8443 -1.3297
H 0.9204 -3.7528 -1.5102
H 0.5093 -4.2221 0.1278
H 0.5637 -5.3433 -1.2347
H 3.0498 -4.1150 0.2201
H 3.8538 -6.5565 0.2777
H 2.3340 -7.0431 -0.5104
H 2.2407 -6.3719 1.0930
H 4.0328 -4.4239 -1.1115
C -3.6093 1.0216 2.4223
C -2.0806 0.9246 2.5033
C -1.5366 1.6169 3.7850
O -1.4023 -0.0529 2.1900
H -3.9390 1.8841 2.9084
H -4.1243 0.1268 2.8348
H -3.8746 0.9947 1.3380
H -1.7744 1.6168 1.6696
H -0.5131 1.9837 3.7461
H -1.6690 0.9022 4.5192
H -2.1898 2.4025 4.2744
H -1.8580 -0.8407 2.1684
C 0.1928 2.0957 -1.3372
C -0.4350 0.7500 -1.1361
C -1.9844 0.8079 -1.0892
O -0.0674 -0.1252 -1.9063
H -0.4922 2.9279 -1.0752
H 0.4865 2.1118 -2.3623
H 1.0806 2.1917 -0.6866
H -0.1007 0.5103 -0.1264
H -2.5229 0.4197 -1.9790
H -2.4849 1.7649 -0.8191
H -2.3785 0.1978 -0.3154
H -0.2881 -1.0176 -1.6108
C 1.6498 -1.6615 1.2087
C 2.3710 -0.3614 1.1758
C 2.1641 0.4231 2.4690
O 3.5255 -0.4676 0.9826
H 0.6299 -1.4954 1.6006
H 2.0946 -2.2984 1.9283
H 1.5323 -2.1860 0.2497
H 1.9111 0.2339 0.3501
H 2.4714 -0.0218 3.3880
H 1.1563 0.8837 2.6610
H 2.9063 1.2364 2.5196
H 3.7364 -1.1258 0.2974

SMILES: CC(C)O.CC(C)O.CC(C)O.CC(C)O.CC(C)O.CC(C)O.CC(C)O.CC(C)O.CC(C)O


Energies relative to the most stable structure are #1 0.0; #2 1235.8, reported in kJ/mol.


#1
Below is C16H11MnN5S5SbSe as an isolated structure, with properties calculated with ωB97M-V/def2-TZVPD.

Atoms and positions in Å:
Mn 0.6562 -0.8229 -1.1129
S 1.3744 -4.6750 -1.7773
Sb 2.9293 -3.1756 -1.1521
S 2.3345 -1.0387 -2.7362
S 0.4197 -1.0282 -3.4130
S 2.0177 -1.6688 0.5569
N 0.5059 3.4826 -0.1179
C 1.8934 3.4497 -0.1253
C 2.8545 4.4314 0.0865
C 4.1716 4.0253 0.0176
C 4.5199 2.6889 -0.2449
C 3.5613 1.7208 -0.4549
C 2.2277 2.1208 -0.4000
N 1.0624 1.3828 -0.5626
C 0.0792 2.2232 -0.3859
C -1.3015 1.7685 -0.4602
C -2.4519 2.4365 -0.1845
S -3.7853 1.3908 -0.4102
C -2.7164 0.1328 -0.8485
N -1.4617 0.4579 -0.8366
H -0.0737 4.2903 0.0227
H 2.5915 5.4595 0.2972
H 4.9565 4.7528 0.1758
H 5.5668 2.4188 -0.2754
H 3.8096 0.6843 -0.6338
H -2.5801 3.4530 0.1486
H -3.0760 -0.8474 -1.1271
Se -1.5624 -3.4326 -1.9675
N -0.9328 -2.3766 -0.6894
C -1.5965 -2.6388 0.4327
C -1.3762 -2.0001 1.6892
C -2.1528 -2.3627 2.7411
C -3.1721 -3.3612 2.6157
C -3.4069 -3.9910 1.4387
C -2.6205 -3.6393 0.2995
N -2.7692 -4.1592 -0.9147
H -0.5775 -1.2762 1.7760
H -1.9951 -1.9047 3.7089
H -3.7560 -3.6185 3.4898
H -4.1672 -4.7531 1.3342

Spin multiplicity: 5


#2
Below is C16H11MnN5S5SbSe as an isolated structure, with properties calculated with ωB97M-V/def2-TZVPD.

Atoms and positions in Å:
Mn 0.6800 -0.8412 -1.1137
S 1.4274 -4.6969 -1.6139
Sb 2.9940 -3.1523 -1.0111
S 2.3575 -1.1212 -2.6605
S 0.4593 -1.0943 -3.4189
S 2.0670 -1.6120 0.6523
N 0.5169 3.4635 -0.0433
C 1.8989 3.4635 -0.1273
C 2.8545 4.4589 0.0418
C 4.1725 4.0772 -0.1075
C 4.5326 2.7521 -0.4040
C 3.5820 1.7670 -0.5697
C 2.2479 2.1439 -0.4395
N 1.0923 1.3849 -0.5478
C 0.1016 2.1970 -0.3038
C -1.2658 1.7114 -0.3422
C -2.4161 2.3225 0.0439
S -3.7369 1.2697 -0.2303
C -2.6626 0.0874 -0.8198
N -1.4130 0.4342 -0.8227
H -0.0721 4.2576 0.1324
H 2.5873 5.4801 0.2802
H 4.9525 4.8173 0.0133
H 5.5817 2.5056 -0.4969
H 3.8333 0.7370 -0.7765
H -2.5524 3.3045 0.4661
H -3.0091 -0.8739 -1.1722
Se -1.4367 -3.4253 -1.9591
N -0.8683 -2.3997 -0.6457
C -1.5942 -2.6456 0.4359
C -1.4283 -2.0038 1.7003
C -2.2757 -2.3481 2.7030
C -3.3114 -3.3194 2.5184
C -3.4997 -3.9453 1.3317
C -2.6406 -3.6161 0.2344
N -2.7453 -4.1114 -0.9866
H -0.6201 -1.2990 1.8402
H -2.1615 -1.8894 3.6770
H -3.9525 -3.5572 3.3575
H -4.2767 -4.6832 1.1844

Spin multiplicity: 5


Energies relative to the most stable structure are #1 0.0; #2 8.7, reported in kJ/mol.


#1
Below is one molecule with the formula C11H11NO2, with properties calculated with ωB97M-V/def2-TZVPD.

Atoms and positions in Å:
C -3.7017 -0.6931 2.4327
C -2.4668 -0.8097 3.0137
C -3.8526 -0.6047 1.0424
C -1.3522 -1.0202 2.2118
C -2.7309 -0.7180 0.2592
C -1.5069 -0.9000 0.8267
C -0.3646 -0.9885 -0.0115
C 0.9103 0.9279 -0.1605
C 1.8220 0.2091 -1.0486
C 3.1567 0.1540 -0.3194
C 1.8350 0.9273 -2.4025
N 0.3373 -1.6416 -0.7530
O 0.9134 2.0012 0.3040
O 1.4621 -1.2175 -1.3726
H -4.5104 -0.5452 3.1965
H -2.5917 -0.6828 4.0486
H -4.8880 -0.7842 0.6197
H -0.3845 -0.9625 2.4810
H -2.8288 -0.7563 -0.8269
H 3.4443 1.1397 0.0621
H 3.8092 -0.1475 -1.0962
H 3.0495 -0.5355 0.5572
H 0.8851 1.0536 -2.8697
H 2.1917 0.2118 -3.1015
H 2.2067 1.8875 -2.2010


#2
Below is C11H11NO2 as an isolated structure, with properties calculated with ωB97M-V/def2-TZVPD.

Atoms and positions in Å:
C -0.9766 3.5401 0.2534
C -0.8323 1.3053 -0.2438
C -1.2703 0.3173 0.7573
C -0.7694 -0.8682 0.9324
C -1.2125 -1.9680 1.7173
C -0.9061 -3.3147 1.6879
C 0.4497 -3.3853 1.1343
C 0.5869 -1.2220 0.3618
C 1.0268 -0.2478 -0.5875
C 0.4792 0.9896 -0.7825
C 2.0676 1.2062 -2.6856
H -1.4622 4.5751 -0.1266
H -1.4175 3.7578 1.5219
H 0.2866 3.7926 0.5644
H -2.2900 0.7528 1.3369
H -2.1524 -1.9866 2.4028
H -1.2419 -4.0870 2.4064
H 1.0337 -4.1710 1.5820
H 2.2183 -0.4209 -0.7309
H 2.6904 2.2174 -3.0037
H 1.8900 0.7153 -3.8532
H 2.7877 0.6129 -2.0275
N 1.1499 -2.5109 0.5080
O -1.2924 2.4370 -0.4845
O 1.0113 1.7759 -1.8779


Energies relative to the most stable structure are #1 0.0; #2 221.4, reported in kJ/mol.


#1
Below is one molecule with the formula C5H8F2, with properties calculated with ωB97M-V/def2-TZVPD.

Atoms and positions in Å:
C -0.2003 1.0086 0.8181
C 0.2374 0.0063 -0.3240
C -0.7377 -0.0507 -1.3583
C 1.5196 -0.7489 -0.5554
C 0.4954 -1.4074 0.2424
H -0.2958 2.0115 0.4132
H -1.1901 0.6704 1.3927
H -0.4911 0.8252 -2.0139
H -0.6458 -0.8355 -1.9758
H 1.6910 -1.0540 -1.5231
H 2.6616 -0.5238 -0.1237
H 0.5772 -1.5139 1.4146
H -0.0852 -2.2189 -0.1489
F 0.7790 0.8822 1.7663
F -1.9021 0.2057 -0.6966

SMILES: FCC1(CF)CC1


#2
Below is a 2-piece molecular cluster, C5H8F2 overall, with properties calculated with ωB97M-V/def2-TZVPD.

Atoms and positions in Å:
C -2.9646 0.2568 -0.7344
C -1.9177 -0.2518 -1.2852
C 0.0070 -0.2522 1.2205
C 0.8622 -0.2609 -1.1176
C -0.0405 -0.8318 -0.1275
F -3.9761 0.8384 -1.5044
F -1.8069 -0.4073 -2.5727
H -2.9275 0.5377 0.3959
H 0.4262 -1.0199 1.9431
H 0.6554 0.6363 1.2529
H -0.9991 0.0529 1.7393
H 0.9617 0.8030 -0.9418
H 1.9611 -0.5556 -1.1774
H 0.4485 -0.2989 -2.0865
H -0.4333 -1.9184 -0.3246


#3
Below is a 2-piece molecular cluster, C5H8F2 overall, with properties calculated with ωB97M-V/def2-TZVPD.

Atoms and positions in Å:
C -1.9760 1.1142 -0.6445
C -0.9787 -0.0390 -0.5264
C -1.8005 0.3688 0.6268
C 1.2917 -0.5134 1.2631
C 1.0105 0.2424 -0.0249
F -2.7815 -0.5495 0.9817
F 1.0614 1.5899 -0.1136
H -1.5541 2.1431 -0.6795
H -2.6373 0.9869 -1.3573
H -1.1079 -0.8570 -1.0991
H -1.3939 0.7961 1.5185
H 1.6055 -1.5267 0.9330
H 0.4546 -0.4486 1.9226
H 2.0486 -0.0769 1.9938
H 1.3202 -0.1838 -0.9301


Energies relative to the most stable structure are #1 0.0; #2 150.1; #3 87.0, reported in kJ/mol.